#1
Below is a 2-piece molecular cluster, C6H12N2 overall, with properties calculated with ωB97M-V/def2-TZVPD.

Properties
HOMO ... -8.7 eV
SMILES string ... Cc1c[nH]cn1.CC

Structure (XYZ):
```
20
Properties=species:S:1:pos:R:3:mulliken_charge:R:1
C -2.376 -0.948 0.423 -1.07
C -1.382 -0.908 -0.684 0.72
C -1.145 -0.054 -1.733 -0.67
N -0.017 -0.539 -2.360 -0.05
C 0.348 -1.667 -1.693 -0.22
N -0.432 -1.922 -0.693 -0.59
H -3.298 -0.395 0.185 0.32
H -2.002 -0.569 1.371 0.22
H -2.850 -1.920 0.558 0.33
H -1.670 0.831 -2.040 0.39
H 0.406 -0.044 -3.125 0.18
H 1.178 -2.251 -2.042 0.44
C 2.281 0.860 1.373 -0.72
C 1.096 1.745 1.619 -0.67
H 3.154 1.475 1.145 0.27
H 2.591 0.171 2.158 0.30
H 2.118 0.199 0.518 0.15
H 1.051 2.811 1.385 0.35
H 0.251 1.409 0.996 0.06
H 0.696 1.717 2.640 0.27
```

#2
Below is one molecule with the formula C6H12N2, with properties calculated with ωB97M-V/def2-TZVPD.

Properties
HOMO ... -8.2 eV
SMILES string ... C=C/C=C\C(C)(N)N

Structure (XYZ):
```
20
Properties=species:S:1:pos:R:3:mulliken_charge:R:1
C 2.230 -1.654 -0.019 -0.55
C 1.496 -1.001 -0.944 -0.56
C -0.014 -1.386 -1.096 -0.11
C -0.989 -0.715 -0.549 -0.72
C -0.731 0.903 0.267 0.94
C -0.782 0.588 1.756 -1.55
N -1.838 1.694 -0.156 -0.51
N 0.520 1.401 -0.102 -0.74
H 1.795 -1.959 0.922 0.24
H 3.287 -1.836 -0.146 0.28
H 1.963 -0.788 -1.904 0.34
H -0.138 -2.176 -1.829 0.40
H -2.045 -0.919 -0.646 0.34
H -0.689 1.512 2.325 0.42
H -1.728 0.113 2.008 0.39
H 0.037 -0.071 2.026 0.29
H -1.818 1.916 -1.145 0.20
H -2.354 2.168 0.573 0.20
H 0.507 1.739 -1.063 0.33
H 1.292 0.472 -0.279 0.38
```

#3
Below is a 2-piece molecular cluster, C6H12N2 overall, with properties calculated with ωB97M-V/def2-TZVPD.

Properties
HOMO ... -8.6 eV
SMILES string ... Cc1c[nH]cn1.CC

Structure (XYZ):
```
20
Properties=species:S:1:pos:R:3:mulliken_charge:R:1
C -0.510 -1.746 2.164 -1.15
C -0.011 -0.244 2.025 0.37
C 0.567 0.322 1.010 -0.20
N 0.898 1.558 1.294 -0.02
C 0.566 1.736 2.682 -0.24
N -0.135 0.609 3.068 -0.62
H -0.370 -2.199 1.197 0.29
H -1.525 -1.687 2.519 0.31
H -0.004 -2.324 2.793 0.36
H 0.956 0.015 -0.017 0.39
H 1.263 2.232 0.669 0.18
H 0.725 2.748 3.140 0.30
C -0.953 0.078 -2.442 -0.67
C 0.296 -0.290 -3.203 -0.91
H -1.593 0.890 -2.823 0.31
H -1.412 -0.831 -2.343 0.26
H -0.686 0.483 -1.529 0.15
H 0.190 -0.643 -4.244 0.32
H 0.725 -1.189 -2.731 0.26
H 1.013 0.483 -3.229 0.30
```

Stability check: which of them is most stable? #1.

#1
Below is one molecule with the formula C6H12N2, with properties calculated with ωB97M-V/def2-TZVPD.

Properties
HOMO ... -7.1 eV
SMILES string ... C=C/C(C)=C(\C)NN

Structure (XYZ):
```
20
Properties=species:S:1:pos:R:3:mulliken_charge:R:1
C 2.695 0.592 0.485 -0.60
C 1.707 0.867 -0.364 -0.56
C 0.124 0.601 -0.007 0.64
C -0.665 1.848 0.150 -1.43
C -0.132 -0.672 -0.182 0.47
C 0.711 -1.894 -0.391 -1.40
N -1.671 -1.128 0.073 -0.21
N -2.767 -0.247 0.107 -0.60
H 2.512 0.111 1.442 0.25
H 3.693 1.002 0.343 0.29
H 1.885 1.408 -1.290 0.33
H -1.537 1.674 0.793 0.46
H -0.084 2.636 0.641 0.38
H -1.003 2.226 -0.819 0.28
H 1.510 -1.724 -1.116 0.38
H 1.145 -2.237 0.553 0.28
H 0.079 -2.697 -0.786 0.43
H -1.675 -1.784 0.860 0.20
H -3.635 -0.734 0.333 0.24
H -2.890 0.152 -0.824 0.17
```

#2
Below is C6H12N2 as an isolated structure, with properties calculated with ωB97M-V/def2-TZVPD.

Properties
HOMO ... -8.7 eV

Structure (XYZ):
```
20
Properties=species:S:1:pos:R:3:mulliken_charge:R:1
C 0.211 1.687 -2.536 -0.88
C 0.316 1.864 -0.994 -0.34
C 0.178 0.615 -0.188 0.27
C 0.585 -1.021 1.319 0.26
C -0.213 -1.188 2.806 -0.87
C -0.366 -1.538 0.161 -0.76
H 0.570 0.520 -3.161 0.21
H -1.025 1.840 -2.782 0.26
H 0.879 2.640 -3.024 0.26
H 1.175 2.338 -0.567 0.39
H -0.689 2.349 -0.730 0.20
H 1.779 -1.400 1.221 0.26
H -1.228 -0.621 2.990 0.26
H -0.664 -2.359 2.601 0.21
H 0.416 -1.211 4.011 0.25
H 0.307 -2.013 -0.706 0.28
H -1.150 -2.099 0.483 0.48
H -0.992 -0.499 -1.469 0.32
N 0.845 0.356 0.952 -0.63
N -0.934 -0.260 -0.389 -0.43
```

Stability check: which of them is most stable? #1.